The following is a quantum chemistry calculation of a cluster of 2 separate species, C7H13F5NO6PS2 in total in a non-equilibrium geometry, from OMol25.

```
! RIJCOSX wB97M-V def2-TZVPD def2/J DEFGRID3
* xyz 0 1
C -2.3431 1.3140 -2.6166
C -1.0509 0.8840 -3.5453
P -0.1083 -0.6745 -2.8448
C -1.1672 -1.2491 -1.3113
N 1.5483 -0.2452 -2.3671
C 1.6577 0.7087 -1.2235
F 0.4383 1.4302 -0.8219
F 2.6954 1.7731 -1.4988
C 2.2320 -0.0723 0.1396
F 3.6189 -0.5862 -0.0654
F 1.2845 -1.0692 0.6866
S 2.5112 0.1820 -3.7560
O 4.0639 0.0532 -3.5197
O 2.1228 1.5407 -4.4231
F 2.1592 -1.0301 -4.9681
H -2.0283 1.6927 -1.5469
H -3.1041 0.4245 -2.4403
H -2.9307 2.1558 -3.1949
H -1.4728 0.5584 -4.6019
H -0.3503 1.8255 -3.6199
H -1.3139 -0.4049 -0.5165
H -0.5868 -2.2030 -0.8926
H -2.1935 -1.6063 -1.7852
H 2.3138 0.7925 0.9581
O -1.6409 1.1773 2.9273
S -1.9218 0.2146 3.9692
O -3.2512 -0.0276 4.4795
O -0.9312 0.5230 5.2268
C -0.1386 -0.6308 5.5018
C -0.0011 -1.3588 4.1673
O -1.2689 -1.2145 3.5312
H -0.6739 -1.2454 6.2328
H 0.8308 -0.3381 5.9141
H 0.2493 -2.4149 4.2928
H 0.7517 -0.8795 3.5327
*
```

Computed properties:
**Structure (SMILES)**: CCP(C)N(C(F)(F)C(F)F)S(=O)(=O)F.O=S1(=O)OCCO1
**Total energy**: -2417.529368 Eh
**Maximum force**: 7.93 eV Å⁻¹